1.
Density functional theory data (ωB97M-V/def2-TZVPD) for a structure of composition C34H102N12O9P4S5.

Kohn-Sham gap = 7.144 eV
LUMO level = 0.0065 hartree
Electronic energy = -164502.179 eV

```
166
Properties=species:S:1:pos:R:3:forces:R:3
O 4.275 4.418 -1.666 -0.35 -0.36 0.24
P 3.562 3.140 -1.480 -1.07 -0.95 -1.05
N 1.976 3.319 -0.778 1.35 0.47 -1.48
C 1.121 2.172 -0.558 1.56 1.18 1.71
C 1.198 4.556 -0.860 4.23 2.24 0.87
N 4.255 1.999 -0.433 -1.16 0.42 -0.01
C 5.285 1.051 -0.778 -0.63 -0.38 -1.05
C 4.283 2.279 0.983 1.46 1.74 -0.82
N 3.323 2.318 -2.998 1.90 1.13 1.00
C 4.446 2.239 -3.936 0.58 1.55 0.29
C 2.483 1.158 -3.124 1.54 0.31 2.91
H 1.707 1.332 -0.183 -0.35 0.56 -0.43
H 0.379 1.964 -1.328 2.04 -0.41 0.16
H 0.609 2.541 0.331 -0.62 -0.52 0.27
H 0.294 4.527 -0.253 4.12 1.95 2.11
H 0.724 4.865 -1.792 2.08 -0.61 -0.10
H 1.736 5.443 -0.523 0.86 -0.19 -0.03
H 6.233 1.553 -0.972 0.28 -0.37 0.14
H 5.321 0.272 -0.017 0.44 0.32 0.41
H 4.958 0.461 -1.634 0.23 0.29 -0.49
H 4.150 1.347 1.532 2.85 1.29 -1.37
H 5.142 2.877 1.286 0.47 -0.09 0.01
H 3.416 2.880 1.258 0.27 0.61 -0.53
H 5.134 1.409 -3.777 -0.20 -0.39 -0.06
H 4.039 2.265 -4.946 0.67 -0.15 0.19
H 5.061 3.138 -3.884 -0.03 0.13 0.27
H 2.586 0.388 -2.360 0.75 1.14 0.36
H 2.750 0.608 -4.026 0.08 0.10 1.50
H 1.469 1.558 -3.121 1.72 -1.15 1.00
O 1.233 -0.558 -3.142 -3.04 -2.14 -0.88
P 0.277 -0.014 -4.130 -3.11 -0.78 -3.13
N -1.366 0.242 -3.556 0.83 0.44 -0.33
C -2.378 0.918 -4.446 -0.84 -3.86 -2.41
C -1.980 -0.571 -2.472 -0.60 -1.15 -4.08
N 0.100 -1.097 -5.490 1.06 1.67 1.70
C 0.444 -2.511 -5.361 0.44 1.38 0.62
C -0.559 -0.745 -6.718 -0.28 0.48 -0.25
N 0.728 1.480 -4.841 -1.20 -0.31 -0.84
C 1.936 1.602 -5.650 -0.16 -0.86 -1.27
C 0.423 2.734 -4.174 0.72 0.88 -2.45
H -3.211 0.247 -4.654 0.31 -0.86 -0.50
H -1.906 1.266 -5.365 -0.06 -0.26 0.05
H -2.783 1.829 -4.006 -1.40 -2.75 -1.29
H -1.233 -0.931 -1.765 -3.09 0.26 -4.59
H -2.475 -1.461 -2.861 -0.35 -0.12 -0.41
H -2.708 0.038 -1.936 -0.86 -0.93 -0.94
H 0.975 -2.847 -6.252 -0.50 -0.29 -0.21
H 1.190 -2.560 -4.568 -0.24 -0.45 0.03
H -0.480 -3.026 -5.096 0.29 -0.77 -0.26
H -0.979 0.261 -6.724 0.36 -0.02 0.20
H 0.153 -0.804 -7.541 -0.07 -0.17 -0.30
H -1.420 -1.386 -6.910 0.01 -0.33 -0.09
H 2.046 2.624 -6.011 -0.21 -0.10 -0.04
H 2.834 1.334 -5.094 -0.79 0.55 -1.49
H 1.906 0.921 -6.500 -0.21 0.00 -0.20
H 0.727 3.556 -4.823 -0.17 0.02 -0.28
H 0.914 2.873 -3.211 0.71 0.53 -0.97
H -0.651 2.743 -3.988 1.34 0.81 -3.15
O 1.224 -2.074 3.129 0.06 -1.33 -1.75
P 0.998 -1.333 1.868 0.91 1.71 -2.40
N 2.144 -1.759 0.645 0.88 -0.21 0.52
C 2.254 -1.035 -0.636 -0.75 0.23 0.77
C 3.239 -2.719 0.884 0.90 1.91 1.70
N 1.351 0.342 1.983 2.45 -1.01 -1.11
C 0.366 1.239 2.395 9.15 2.79 -0.58
C 2.733 0.767 2.316 -2.47 -1.69 0.48
N -0.532 -1.358 1.014 1.93 -0.52 1.72
C -0.873 -0.463 -0.144 2.81 -3.21 5.18
C -1.217 -2.693 1.052 3.49 2.28 1.13
H 1.479 -1.390 -1.316 1.32 1.20 0.44
H 3.220 -1.170 -1.122 0.09 -0.25 0.28
H 2.104 0.039 -0.520 0.33 -0.81 0.14
H 3.239 -3.502 0.127 1.28 0.54 1.67
H 3.233 -3.042 1.925 -0.37 -0.36 -0.13
H 4.187 -2.187 0.807 0.31 0.17 -0.27
H 0.029 0.901 3.375 1.74 0.96 -0.70
H 0.706 2.258 2.584 0.44 0.54 -0.73
H -0.459 1.166 1.686 5.21 4.49 -6.02
H 2.850 0.784 3.400 -0.84 -0.40 -2.42
H 3.502 0.126 1.884 -0.65 -0.94 0.12
H 3.043 1.756 1.979 -3.22 -1.06 1.35
H -1.913 -0.196 0.042 0.09 -0.77 0.15
H -0.306 0.465 -0.221 1.05 -2.56 1.36
H -0.679 -0.989 -1.078 2.46 0.04 4.25
H -1.350 -3.034 2.079 0.77 -0.30 -0.25
H -0.746 -3.506 0.500 3.28 6.69 2.71
H -2.218 -2.602 0.630 2.13 -0.06 -0.22
O -4.938 1.448 3.340 -1.33 0.50 1.40
P -4.302 0.462 2.485 1.33 -1.48 -2.35
N -2.781 1.050 1.977 -2.32 -1.47 -0.94
C -2.717 2.083 0.928 -1.25 0.41 4.44
C -1.625 1.036 2.853 -9.43 -1.31 -0.75
N -5.241 0.189 1.042 -1.03 1.24 0.96
C -4.995 -0.916 0.150 1.68 0.81 1.11
C -6.674 0.587 1.103 1.66 0.32 0.23
N -4.004 -1.080 3.177 0.70 0.52 -1.60
C -4.335 -1.277 4.562 0.37 -0.34 -0.03
C -2.922 -2.033 2.653 -2.66 2.87 1.71
H -1.813 2.006 0.324 -1.63 1.33 4.63
H -2.818 3.046 1.427 -0.16 0.65 -0.05
H -3.523 1.955 0.206 -0.62 0.02 0.78
H -1.686 0.220 3.572 -1.94 0.86 -2.29
H -1.464 2.012 3.310 -0.56 -0.94 -2.55
H -0.745 0.781 2.262 -8.87 -4.93 5.01
H -5.649 -1.013 -0.716 -0.25 0.22 0.30
H -3.993 -0.653 -0.190 0.13 -0.54 -0.81
H -4.817 -1.839 0.702 -1.30 0.42 -0.25
H -6.623 1.491 1.710 -0.97 -0.20 0.20
H -7.023 0.841 0.103 0.08 0.02 -0.09
H -7.283 -0.234 1.481 -0.26 0.20 0.36
H -4.363 -2.354 4.728 -0.38 -0.15 0.13
H -3.497 -0.922 5.162 -0.43 0.24 0.61
H -5.297 -0.823 4.799 0.26 0.05 0.25
H -2.001 -1.864 3.212 0.03 0.13 0.04
H -2.791 -1.879 1.582 -0.87 0.93 2.27
H -3.293 -3.034 2.872 0.02 -0.15 -0.25
C -1.514 1.547 -1.021 -1.35 2.51 -4.61
S -1.006 2.591 -2.367 -2.97 0.11 4.52
O -2.133 2.653 -3.335 1.12 6.44 4.46
C -1.027 4.148 -1.415 -4.02 -1.87 -0.44
H -0.788 1.628 -0.212 -0.77 0.97 -1.50
H -1.721 0.505 -1.266 0.95 3.19 -0.31
H -2.487 1.957 -0.747 0.72 -0.66 -2.78
H -2.032 4.281 -1.017 -0.28 0.10 -0.33
H -0.626 5.005 -1.956 -1.50 -0.37 -0.14
H -0.333 3.922 -0.605 -4.16 -1.96 -1.50
C 2.115 0.107 5.183 1.22 0.74 -0.41
S 3.721 0.993 4.799 1.19 -0.32 4.91
O 4.164 1.550 6.146 -0.03 -0.93 -1.40
C 4.673 -0.560 4.436 1.00 -0.14 0.30
H 1.521 0.934 5.572 0.15 -0.18 -0.30
H 2.139 -0.690 5.926 0.75 0.22 0.10
H 1.682 -0.324 4.281 0.57 0.28 0.67
H 4.426 -1.224 3.608 -0.84 0.40 -0.06
H 4.714 -1.170 5.339 -0.30 0.19 0.17
H 5.709 -0.288 4.236 0.04 0.45 0.11
C -0.954 1.994 5.251 -0.23 0.35 0.04
S -1.118 0.097 5.080 2.09 1.04 4.22
O -0.079 -0.457 4.103 -2.55 -1.02 3.58
C -0.390 -0.026 6.771 -0.13 -0.64 0.39
H 0.060 2.368 5.392 0.14 -0.53 0.30
H -1.596 2.378 6.044 0.02 -0.50 0.24
H -1.300 2.437 4.317 0.25 0.66 2.38
H 0.354 0.729 7.026 0.05 -0.33 -0.33
H -0.011 -1.042 6.883 0.18 0.10 0.03
H -1.165 0.106 7.526 -0.48 -0.07 -0.32
C 1.286 -4.345 0.418 -0.74 -1.15 0.04
S 2.072 -3.852 -1.188 -2.77 -2.41 -3.51
O 2.256 -5.091 -2.077 -0.32 1.41 1.54
C 0.604 -2.979 -1.923 0.89 -0.05 -0.23
H 0.914 -3.512 1.015 0.85 -0.51 -0.46
H 1.983 -4.923 1.024 0.05 -0.05 -0.36
H 0.382 -4.932 0.256 0.91 -0.57 -0.39
H 0.321 -2.252 -1.162 -0.84 -1.15 0.16
H -0.186 -3.654 -2.250 1.67 0.41 -1.09
H 0.903 -2.301 -2.723 0.37 -0.85 -0.01
C -1.501 -4.448 -0.692 -2.72 -2.83 -0.93
S -3.329 -4.058 -0.613 -0.22 -1.16 -0.11
O -3.459 -2.799 0.195 -2.14 -1.78 -2.83
C -3.912 -5.303 0.610 0.82 0.39 -1.07
H -1.125 -4.188 0.297 -2.79 -5.66 -2.08
H -0.948 -3.823 -1.394 -2.02 -0.44 1.38
H -1.303 -5.490 -0.943 -0.58 -0.19 -0.35
H -4.994 -5.221 0.715 0.12 -0.01 -0.29
H -3.442 -5.063 1.564 0.18 -0.27 -0.12
H -3.584 -6.228 0.137 -0.26 -0.39 0.61
```
Forces are in eV/Å.

2.
Density functional theory data (ωB97M-V/def2-TZVPD) for a structure of composition C34H15F15GeN5OS7Sr.

2S+1 = 2
Kohn-Sham gap (alpha / beta) = 5.626 / 4.387 eV
LUMO level (alpha / beta) = 0.1353 / 0.0897 hartree
Electronic energy = -218960.854 eV
⟨S²⟩ = 0.775
Total charge = -2

```
79
Properties=species:S:1:pos:R:3:forces:R:3
Sr 0.867 -0.629 1.221 -0.38 -0.35 -0.53
C -3.689 0.128 3.433 0.00 -0.04 -0.14
C -2.636 0.136 2.366 -0.03 -0.16 -0.07
N -1.925 -0.880 2.032 0.15 0.20 0.06
N -2.069 -2.075 2.543 -0.32 -0.20 -0.08
C -0.949 -3.008 2.307 0.25 0.05 -0.07
N -1.466 -4.289 2.766 -0.11 -0.02 0.07
S -0.551 -2.989 0.515 -0.24 -0.39 -0.04
C -2.417 1.318 1.515 -0.05 0.07 -0.04
C -3.298 2.401 1.522 -0.05 -0.10 -0.06
C -3.091 3.451 0.645 -0.01 -0.05 -0.06
C -2.014 3.407 -0.222 -0.02 0.06 0.00
C -1.171 2.308 -0.148 0.04 -0.01 0.06
N -1.355 1.294 0.688 0.24 0.05 -0.08
H -3.434 -0.588 4.216 0.01 0.00 0.03
H -4.668 -0.154 3.029 0.00 -0.02 0.02
H -3.782 1.103 3.913 -0.04 -0.10 -0.04
H -2.492 -2.187 3.460 0.08 0.05 0.03
H -2.067 -4.650 2.030 0.07 -0.04 -0.06
H -0.676 -4.918 2.843 0.02 0.02 0.04
H -4.131 2.417 2.212 0.01 0.01 0.00
H -3.762 4.302 0.649 0.00 0.00 0.01
H -1.807 4.214 -0.910 0.03 -0.01 0.00
H -0.290 2.242 -0.779 -0.01 0.00 -0.03
S -3.483 3.269 5.285 -0.08 0.09 0.09
C -2.075 3.266 4.421 0.25 0.15 0.09
S -0.950 1.962 4.408 0.06 0.22 0.08
C 0.244 2.638 3.313 -0.06 -0.15 -0.18
C -0.070 3.926 2.816 -0.05 0.10 0.00
S 0.790 4.834 1.717 -0.02 -0.02 0.05
S -1.571 4.594 3.451 0.12 -0.07 0.11
S 1.599 1.719 2.938 0.06 0.30 0.16
O 0.825 -0.501 -1.570 0.12 0.32 0.51
N 0.028 -1.348 -2.142 -0.02 -0.14 -0.06
C 0.540 -2.277 -2.974 0.06 -0.12 -0.10
C -0.272 -3.193 -3.601 -0.05 -0.01 -0.02
C -1.642 -3.168 -3.374 0.01 0.04 0.06
C -2.142 -2.226 -2.496 -0.04 -0.04 -0.12
C -1.290 -1.338 -1.872 -0.09 0.05 0.03
H 1.613 -2.242 -3.078 0.00 0.05 0.04
H 0.179 -3.930 -4.250 0.02 0.00 0.01
H -2.294 -3.892 -3.843 -0.01 0.01 -0.01
H -3.192 -2.189 -2.245 0.01 0.00 0.03
H -1.601 -0.605 -1.143 0.03 0.02 -0.01
F 3.175 -6.510 2.439 0.08 0.01 0.09
C 3.369 -5.489 3.300 -0.01 -0.05 -0.04
C 3.482 -4.187 2.863 0.03 0.15 -0.03
C 3.709 -3.256 3.864 -0.06 -0.01 -0.06
F 3.827 -1.949 3.546 0.02 -0.01 0.00
C 3.825 -3.571 5.202 0.00 0.02 0.07
F 4.060 -2.627 6.127 -0.02 -0.01 -0.02
C 3.692 -4.889 5.593 0.01 0.00 0.03
F 3.799 -5.230 6.889 -0.01 0.01 -0.04
C 3.462 -5.853 4.635 -0.02 -0.08 -0.01
F 3.348 -7.142 5.008 0.01 0.04 -0.01
Ge 3.304 -3.348 0.986 0.44 -0.08 0.03
S 0.471 -2.502 3.343 -0.06 -0.01 0.27
C 3.669 -5.067 -0.150 -0.25 0.05 0.04
C 4.729 -5.375 -0.981 -0.05 0.06 -0.04
F 5.811 -4.572 -1.077 0.00 0.01 0.04
C 4.763 -6.501 -1.791 0.06 0.03 -0.02
F 5.824 -6.755 -2.582 -0.01 0.01 0.02
C 3.692 -7.366 -1.800 -0.01 -0.06 -0.02
F 3.708 -8.460 -2.582 -0.01 0.04 0.02
C 2.597 -7.094 -1.001 -0.03 -0.03 -0.04
F 1.550 -7.937 -1.013 0.02 0.03 0.02
C 2.605 -5.960 -0.211 0.07 0.02 0.04
F 1.522 -5.747 0.543 -0.05 0.02 -0.06
C 5.328 -2.755 1.104 -0.10 0.09 -0.08
C 5.629 -1.455 0.747 -0.05 -0.06 0.06
F 4.664 -0.635 0.272 0.02 0.02 0.00
C 6.894 -0.901 0.849 0.03 0.06 -0.02
F 7.139 0.371 0.490 -0.02 -0.04 0.00
C 7.926 -1.679 1.335 0.05 0.03 0.00
F 9.165 -1.169 1.444 -0.03 -0.02 0.00
C 7.676 -2.987 1.703 0.02 -0.05 0.03
F 8.690 -3.745 2.159 -0.02 0.01 0.00
C 6.394 -3.494 1.581 0.00 -0.01 -0.07
F 6.240 -4.788 1.922 -0.02 0.01 -0.01
```
Forces are in eV/Å.

3.
Density functional theory data (ωB97M-V/def2-TZVPD) for a structure of composition C34H21BrCrF3N3O6S2.

2S+1 = 2
Kohn-Sham gap (alpha / beta) = 6.938 / 6.928 eV
LUMO level (alpha / beta) = 0.0634 / 0.0651 hartree
Electronic energy = -180642.049 eV
⟨S²⟩ = 0.758
Total charge = -1

```
71
Properties=species:S:1:pos:R:3:forces:R:3
Cr 0.359 -0.120 0.441 0.04 0.16 0.59
Br 0.648 -1.717 7.447 -0.01 0.01 -0.01
C -0.848 -0.736 6.822 0.02 -0.01 0.02
C -0.653 0.344 5.974 -0.02 -0.02 0.02
C -1.756 1.046 5.514 0.03 0.07 -0.01
C -3.042 0.668 5.893 -0.05 -0.05 -0.04
C -3.210 -0.387 6.779 -0.06 -0.06 -0.04
C -2.117 -1.108 7.234 0.00 0.01 -0.03
N -4.238 1.391 5.542 0.31 0.14 0.12
N -4.422 1.893 4.422 -0.33 -0.37 -0.18
C -3.590 1.630 3.297 0.14 0.15 -0.12
C -3.304 2.734 2.527 0.09 0.05 0.03
C -2.356 2.724 1.493 -0.04 0.01 0.09
C -1.660 1.563 1.217 0.09 -0.11 0.04
O -0.697 1.464 0.341 -0.18 -0.14 -0.27
C -2.052 0.371 1.924 0.01 0.10 -0.22
N -1.388 -0.749 1.541 0.03 0.03 0.03
C -1.741 -1.907 2.036 0.05 0.00 0.03
C -2.808 -2.028 2.946 0.00 0.02 0.00
C -3.446 -0.904 3.384 0.07 0.07 0.07
C -3.042 0.368 2.911 -0.23 -0.04 0.13
H 0.342 0.623 5.653 0.03 -0.03 -0.01
H -1.599 1.880 4.844 0.01 0.00 0.00
H -4.213 -0.647 7.096 0.00 0.02 0.03
H -2.248 -1.942 7.909 0.00 0.00 0.00
H -3.795 3.661 2.800 0.00 0.01 -0.03
H -2.123 3.621 0.935 0.00 0.02 0.02
H -1.167 -2.769 1.717 0.02 0.01 0.02
H -3.098 -3.007 3.301 0.00 -0.02 0.00
H -4.263 -0.985 4.086 -0.03 0.03 0.08
O -0.456 -1.276 -1.136 -0.06 0.09 0.08
C 0.178 -2.272 -0.701 -0.07 0.02 -0.12
O 0.921 -2.134 0.312 -0.04 0.14 0.18
C 0.034 -3.609 -1.341 0.06 -0.01 -0.03
C -0.910 -3.799 -2.339 0.03 -0.03 -0.02
C -1.066 -5.043 -2.958 0.02 0.04 0.04
C -0.239 -6.050 -2.531 -0.04 0.03 -0.02
O -0.186 -7.343 -2.980 0.03 -0.03 0.02
C 0.814 -7.992 -2.194 0.01 -0.04 -0.01
O 1.388 -7.030 -1.316 0.01 -0.05 -0.03
C 0.702 -5.860 -1.535 0.00 0.04 0.03
C 0.868 -4.653 -0.914 -0.04 0.02 0.01
H -1.521 -2.957 -2.630 -0.01 0.01 0.00
H -1.799 -5.209 -3.735 -0.01 0.00 -0.02
H 1.588 -8.390 -2.854 -0.01 0.01 0.01
H 0.351 -8.791 -1.608 0.00 0.02 0.00
H 1.595 -4.486 -0.132 0.01 0.00 0.01
C 4.177 -1.703 2.136 0.08 -0.06 -0.01
O 3.002 -0.924 1.980 0.00 -0.02 -0.14
C 2.544 -0.223 3.007 -0.07 0.13 0.17
S 3.275 -0.200 4.496 -0.07 0.08 0.01
S 1.102 0.642 2.619 0.02 -0.48 -0.34
H 4.368 -2.113 1.148 0.02 -0.03 -0.01
H 4.011 -2.499 2.864 0.02 0.02 0.00
H 5.009 -1.084 2.474 -0.02 -0.03 -0.02
F 7.176 4.139 -4.608 -0.02 0.14 0.04
C 7.003 2.807 -4.742 -0.03 -0.06 0.05
F 6.803 2.578 -6.051 -0.06 -0.05 -0.11
F 8.197 2.254 -4.435 0.08 -0.08 0.06
C 5.896 2.288 -3.880 -0.02 0.04 -0.03
C 4.805 1.627 -4.426 0.03 -0.01 0.01
C 3.790 1.173 -3.601 0.00 0.01 0.00
C 3.840 1.375 -2.218 -0.06 -0.04 0.01
C 4.952 2.041 -1.685 0.04 0.02 0.02
C 5.966 2.493 -2.506 0.02 -0.02 0.00
C 2.783 0.917 -1.374 0.07 0.00 -0.04
C 1.878 0.528 -0.660 0.12 0.08 -0.09
H 4.750 1.464 -5.493 -0.01 0.01 -0.02
H 2.936 0.656 -4.017 -0.01 0.00 -0.01
H 5.000 2.199 -0.616 -0.01 0.00 0.01
H 6.818 3.008 -2.081 0.00 0.01 0.01
```
Forces are in eV/Å.

ΔE to the lowest compared entry with this formula, charge and spin / eV: 46.196 2.054 0.000